{
  "formula": "C27H56BrClN8O3",
  "method": "ωB97M-V/def2-TZVPD",
  "largest_force_ha_per_bohr": 0.0432,
  "lumo_ev": -1.24,
  "e_tot_ev": -129527.84908,
  "gap_ev": 1.5,
  "relative_energy_kcal_mol": 0.0,
  "homo_ev": -2.75,
  "charge": 0,
  "species": ["C", "C", "O", "N", "C", "N", "C", "C", "C", "N", "N", "N", "C", "N", "C", "C", "O", "Br", "C", "C", "C", "C", "C", "N", "C", "C", "C", "C", "Cl", "H", "H", "H", "H", "H", "H", "H", "H", "H", "H", "H", "H", "H", "H", "H", "H", "H", "H", "H", "H", "H", "H", "H", "H", "H", "H", "H", "H", "H", "H", "H", "H", "H", "H", "H", "H", "H", "H", "C", "C", "C", "C", "C", "C", "N", "O", "C", "C", "C", "H", "H", "H", "H", "H", "H", "H", "H", "H", "H", "H", "H", "H", "H", "H", "H", "H", "H"],
  "coordinates": [[-1.823, -2.000, 0.688], [-2.647, -0.778, 0.954], [-2.713, -0.306, 2.064], [-3.480, -0.208, -0.130], [-4.815, 0.040, 0.446], [-3.005, 1.064, -0.686], [-1.776, 1.647, -0.078], [-1.740, 3.147, -0.487], [-0.990, 4.019, 0.566], [-1.918, 4.790, 1.405], [-0.136, 3.254, 1.435], [-0.179, 4.959, -0.220], [-0.494, 0.982, -0.543], [-0.478, 0.477, -1.919], [0.075, -0.848, -2.090], [1.432, -0.970, -1.428], [1.600, -0.905, -0.249], [2.960, -1.274, -2.624], [-1.559, 0.785, -2.831], [-1.183, 1.914, -3.856], [0.173, 2.586, -3.632], [1.322, 1.850, -4.331], [2.695, 2.273, -3.823], [2.978, 3.694, -3.999], [-2.946, 1.066, -2.207], [-3.995, 0.149, -2.819], [-4.142, 0.400, -4.339], [-5.538, 0.112, -4.827], [-5.877, -1.628, -4.875], [-0.787, -1.739, 0.498], [-1.855, -2.616, 1.577], [-2.237, -2.588, -0.126], [-5.127, -0.858, 0.959], [-5.523, 0.300, -0.334], [-4.794, 0.843, 1.187], [-3.740, 1.738, -0.474], [-1.835, 1.663, 1.002], [-2.739, 3.565, -0.626], [-1.216, 3.221, -1.435], [-2.605, 4.196, 1.859], [-2.394, 5.442, 0.799], [-0.089, 3.736, 2.323], [0.799, 3.183, 1.061], [0.307, 5.585, 0.409], [-0.753, 5.497, -0.857], [0.332, 1.667, -0.403], [-0.284, 0.161, 0.135], [-0.536, -1.663, -1.688], [0.196, -1.045, -3.149], [-1.688, -0.105, -3.437], [-1.948, 2.690, -3.887], [-1.158, 1.479, -4.853], [0.108, 3.563, -4.108], [0.405, 2.780, -2.588], [1.269, 2.143, -5.384], [1.188, 0.771, -4.316], [2.755, 2.007, -2.768], [3.441, 1.654, -4.320], [2.352, 4.129, -4.659], [2.915, 4.162, -3.110], [-3.255, 2.069, -2.489], [-4.975, 0.338, -2.385], [-3.749, -0.889, -2.631], [-3.421, -0.231, -4.851], [-3.873, 1.435, -4.547], [-6.270, 0.625, -4.213], [-5.653, 0.492, -5.836], [4.428, -2.382, 1.900], [3.331, -2.168, 2.962], [2.145, -3.093, 2.647], [2.390, -4.576, 2.935], [3.396, -4.796, 4.075], [3.535, -3.605, 5.032], [3.935, -2.437, 4.271], [4.090, -1.313, 5.062], [4.669, -3.933, 6.002], [2.245, -3.428, 5.851], [2.827, -0.740, 2.831], [5.265, -1.711, 2.095], [4.056, -2.179, 0.883], [4.807, -3.405, 1.921], [1.281, -2.760, 3.229], [1.853, -2.966, 1.595], [1.435, -5.047, 3.188], [2.743, -5.087, 2.035], [3.118, -5.694, 4.635], [4.382, -5.007, 3.649], [5.616, -4.003, 5.465], [4.483, -4.891, 6.502], [4.766, -3.162, 6.765], [2.024, -4.336, 6.423], [1.376, -3.215, 5.224], [2.357, -2.605, 6.557], [2.421, -0.604, 1.828], [3.623, -0.015, 2.987], [2.038, -0.533, 3.556]]
}